32
Properties=species:S:1:pos:R:3:forces:R:3 method="wB97M-V/def2-TZVPD" spin_multiplicity=5 homo_lumo_gap_ev="5.65 / 7.66" charge=0
Yb 0.0498 -0.8518 -0.5087 1.6 2.7 1.5
Cl 2.0392 0.7859 -1.2208 0.2 -0.3 -0.2
C 1.1949 -1.1923 1.5760 -0.3 -0.1 -0.8
H 0.6020 -1.9030 2.1769 0.3 0.2 -0.1
H 1.3463 -0.2772 2.1770 0.1 -0.3 -0.2
H 2.1831 -1.6451 1.3437 -0.4 0.2 0.4
Re 0.5675 2.6387 -0.3282 -1.2 -1.5 0.6
C -0.2521 3.6453 -1.8728 -0.5 0.8 -0.9
C 1.8089 4.0575 0.4068 1.3 1.2 0.1
C -0.8483 2.9373 0.8481 -1.8 -0.9 1.0
H 1.5921 4.3029 1.4507 0.0 0.0 -0.1
H 2.8092 3.6251 0.3701 0.4 0.0 0.0
H 1.8458 4.9969 -0.1659 0.0 -0.2 0.2
H -1.3535 3.6704 -1.8464 0.3 0.0 0.0
H 0.1148 4.6757 -2.0165 -0.1 -0.3 0.2
H 0.0456 3.0703 -2.7512 0.0 -0.1 -0.3
H -0.7387 2.8489 1.9550 0.4 0.1 -0.5
H -1.9480 2.9978 0.6712 0.8 0.3 -0.3
Br 1.5461 -4.5102 -2.3678 -0.4 -0.3 0.0
C -0.1409 -5.2091 -1.8134 -0.8 -0.1 0.1
C -0.4059 -6.5609 -2.0273 1.1 0.3 -0.4
C -1.5080 -7.1616 -1.4642 -1.0 -0.6 0.3
C -2.3981 -6.4197 -0.6805 0.1 0.4 0.1
C -2.1891 -5.0450 -0.5231 -0.3 -0.3 0.1
C -1.0971 -4.4302 -1.1277 0.8 -0.8 -0.7
C -0.9398 -2.9791 -1.0493 -0.8 -0.4 1.3
O -1.2298 -2.4519 0.1182 0.0 -0.4 -2.4
O -0.4903 -2.3105 -2.0472 -0.5 -0.3 1.3
H 0.2965 -7.1269 -2.6432 -0.2 0.1 0.3
H -1.6904 -8.2410 -1.6274 0.2 0.8 0.1
H -3.2537 -6.8898 -0.1886 0.3 0.1 -0.3
H -2.8618 -4.4125 0.0720 0.3 -0.4 -0.3

32
Properties=species:S:1:pos:R:3:forces:R:3 method="wB97M-V/def2-TZVPD" homo_lumo_gap_ev=9.57 charge=0
C -3.6492 0.1011 -0.1679 1.1 -0.3 -0.4
N -2.1885 0.3869 -0.3916 1.0 2.9 -0.8
C -1.0843 -0.4410 -0.4080 -3.0 -2.7 1.0
O -1.2974 -1.6368 -0.1577 0.7 0.7 -0.2
N 0.2046 -0.0222 -0.6235 1.0 -1.9 0.9
C 1.2711 -0.8825 0.0662 -0.1 -0.5 -1.2
C 1.1667 -0.9888 1.5758 1.4 3.6 -3.4
C 0.8673 -2.1034 2.2011 0.3 -2.6 2.8
C 1.2031 -2.1865 3.5744 -0.2 0.2 -0.5
C 1.8584 -1.2062 4.2641 -0.1 2.3 -1.9
C 2.1181 0.0322 3.5446 -1.4 -2.8 -1.2
C 1.7387 0.1383 2.1919 0.6 0.2 2.5
N 0.6092 1.2746 -0.7423 0.1 1.0 -2.4
N 0.4651 1.7629 -1.8755 -0.2 2.5 0.1
C -0.1727 1.2920 -3.1202 0.1 -2.8 0.4
C 0.0825 2.1384 -4.3409 2.2 -0.9 0.9
Cl -1.0153 3.3774 -4.3892 -2.9 3.2 -0.4
H -3.9692 -0.0984 0.9150 0.8 0.3 -1.7
H -3.8954 -0.7243 -0.8476 -0.3 -0.1 0.6
H -4.1235 0.9963 -0.6062 -0.1 -0.4 0.7
H -2.0294 1.3376 -0.7860 -0.2 -1.1 0.8
H 1.1216 -1.8634 -0.3811 -0.1 -0.1 0.1
H 2.3507 -0.6028 -0.2526 -2.1 0.2 0.4
H 0.5742 -3.0434 1.7499 -0.4 0.4 -0.4
H 0.9693 -3.0826 4.0623 -0.3 -1.3 0.7
H 2.1332 -1.3021 5.2943 0.2 -0.1 0.3
H 2.6935 0.7604 3.9950 0.9 1.7 0.9
H 1.9596 1.0750 1.6444 -0.2 -0.9 0.2
H -1.2258 0.9604 -3.0969 0.0 0.8 0.6
H 0.2224 0.3269 -3.3993 0.8 -0.8 0.3
H 1.0511 2.6468 -4.2150 0.0 -0.7 -0.4
H -0.0098 1.5773 -5.2778 0.4 -0.1 0.4

31
Properties=species:S:1:pos:R:3:forces:R:3 method="wB97M-V/def2-TZVPD" spin_multiplicity=6 homo_lumo_gap_ev="3.50 / 3.65" charge=-1
C -2.7242 -1.4215 -1.5996 1.4 0.0 -0.3
Mn 1.1100 0.3833 -0.2320 -0.5 -0.1 -0.5
N 2.1667 1.3637 -1.8435 0.3 0.4 -1.1
H -0.5080 0.1680 -0.4447 -0.5 0.0 -0.2
H -3.5608 -1.2558 -0.9442 -0.6 -0.3 0.0
H -2.5669 -2.4580 -1.9497 -0.5 0.4 0.3
H -1.8201 -1.1335 -1.0358 -0.4 -0.1 -0.3
H -2.7553 -0.7499 -2.4672 -0.2 -0.2 0.2
H 3.1718 1.2204 -1.9687 -0.3 0.0 0.0
H 2.0237 2.3784 -1.7882 0.0 -0.5 0.0
H 1.7066 1.0524 -2.7136 0.3 0.2 0.6
N 0.3259 1.7206 10.4094 0.3 -0.1 -1.2
C 0.5904 1.6515 9.2701 0.0 0.0 0.2
C 0.9275 1.5594 7.8736 -0.8 0.2 2.2
C -0.0801 1.5274 6.9008 -0.5 -0.1 -2.0
C 0.2485 1.4280 5.5465 -1.3 0.1 1.5
C 1.5829 1.3514 5.1497 0.7 -0.1 -1.3
C 2.5921 1.4010 6.1183 0.4 0.1 1.9
C 2.2625 1.5023 7.4722 1.7 -0.1 -1.4
N 1.9154 1.1888 3.7804 0.6 0.0 0.4
C 3.2159 1.0926 3.2573 -0.2 0.0 0.7
C 3.1230 0.8425 1.9289 -2.3 0.1 0.0
N 1.7508 0.7907 1.5982 1.2 0.3 1.5
C 1.0555 1.0137 2.7475 1.2 -0.3 -1.1
H -1.1230 1.5810 7.2066 0.2 0.0 -0.1
H -0.5373 1.4078 4.8015 -0.1 0.0 0.2
H 3.6378 1.3575 5.8370 -0.1 0.0 0.1
H 3.0542 1.5357 8.2287 -0.3 0.0 -0.4
H 4.0899 1.1600 3.8821 -0.2 0.1 0.0
H 3.8973 0.6959 1.1894 -0.1 0.0 0.1
H -0.0264 1.0272 2.8511 0.5 -0.1 -0.2

27
Properties=species:S:1:pos:R:3:forces:R:3 method="wB97M-V/def2-TZVPD" homo_lumo_gap_ev=8.68 smiles=Cc1c[nH]c2ccccc12.CC charge=0
C -2.5462 -0.8011 1.6846 1.3 -1.7 1.3
C -1.9274 -1.0231 0.3518 -0.4 -2.7 -0.3
C -2.4690 -1.9928 -0.5109 2.5 1.7 -0.8
N -1.5039 -2.2717 -1.5472 -2.3 -1.0 0.8
C -0.4134 -1.6218 -1.2019 3.8 1.7 -0.2
C 0.8644 -1.6043 -1.8578 -1.0 -0.2 0.6
C 1.8126 -0.7561 -1.3427 -1.1 1.5 0.7
C 1.5464 0.3227 -0.3639 -1.3 -3.3 -0.5
C 0.4016 0.0935 0.3775 -0.4 1.3 0.2
C -0.5722 -0.8468 -0.0264 -0.1 -0.1 -1.3
H -2.0921 -0.1238 2.4174 0.4 -0.2 -0.5
H -2.6449 -1.8237 2.1558 0.4 1.1 -0.1
H -3.5197 -0.5090 1.5889 -2.7 1.1 -0.3
H -3.4254 -2.4043 -0.5356 -1.3 -0.7 0.0
H -1.4699 -2.9965 -2.2852 -0.6 0.8 1.0
H 1.0378 -2.2614 -2.7299 0.2 0.3 0.8
H 2.7988 -0.9338 -1.6257 1.6 0.3 -1.0
H 2.1890 1.1656 -0.2351 0.6 0.0 0.3
H 0.0900 0.7145 1.2411 0.5 -0.1 -0.7
C 2.5691 4.0904 0.9816 -1.7 -0.4 -1.4
C 1.5617 4.1791 2.1130 3.0 -1.0 2.0
H 2.1569 3.3994 0.1707 0.9 1.1 0.7
H 2.7116 5.1166 0.6014 0.3 -0.6 -0.2
H 3.4767 3.6926 1.4059 0.4 -0.2 -0.4
H 2.2399 4.5134 2.9458 -1.0 -0.2 -0.1
H 1.1842 3.2077 2.4231 -0.3 0.0 -0.1
H 0.8300 4.9067 2.0615 -1.7 1.2 -0.6

27
Properties=species:S:1:pos:R:3:forces:R:3 method="wB97M-V/def2-TZVPD" homo_lumo_gap_ev=8.75 smiles=Cc1c[nH]c2ccccc12.CC charge=0
C -1.0438 0.0067 -2.8638 0.0 1.9 -0.4
C -1.2905 -0.5190 -1.4941 -0.3 -1.7 1.7
C -2.5658 -0.5803 -0.8833 4.7 -0.4 0.2
N -2.3932 -0.9925 0.4910 0.9 -0.6 -1.4
C -1.0047 -1.4271 0.7164 -1.8 1.6 -4.2
C -0.5005 -2.0173 1.8178 0.6 -1.5 0.7
C 0.9216 -2.2832 1.7879 -2.2 0.6 1.3
C 1.7071 -1.8766 0.7441 0.7 0.0 -0.6
C 1.1414 -1.3625 -0.4590 2.2 -0.7 -1.5
C -0.2088 -1.1621 -0.5866 -4.4 1.4 2.8
H -0.0096 0.3893 -2.9993 -0.6 -0.1 0.3
H -1.7351 0.8771 -3.0984 0.8 -0.9 0.3
H -1.1786 -0.6858 -3.6699 -0.2 -0.8 -0.3
H -3.4308 -0.2976 -1.4881 -0.2 -0.1 1.2
H -3.1655 -1.4272 0.9948 0.5 0.2 -0.2
H -1.2150 -2.4422 2.6007 1.4 0.9 -0.8
H 1.2689 -2.7014 2.7223 0.6 -0.1 -0.2
H 2.8224 -1.9646 0.8123 -1.3 -0.1 -0.2
H 1.9030 -1.3457 -1.3388 -1.7 0.5 1.4
C 1.5557 3.1295 0.0921 -1.8 -4.5 0.8
C 0.9663 2.4444 1.4561 0.8 0.5 -0.7
H 1.7030 4.1298 0.3039 0.3 2.0 -0.4
H 2.4126 2.5798 -0.2611 1.2 0.3 0.6
H 0.9240 2.7979 -0.7694 -0.3 1.3 0.8
H 1.2141 3.0537 2.3725 -0.4 -0.6 -1.0
H 1.3013 1.4162 1.6282 0.6 0.2 -0.2
H -0.0997 2.2608 1.3718 -0.3 0.7 0.1

27
Properties=species:S:1:pos:R:3:forces:R:3 method="wB97M-V/def2-TZVPD" homo_lumo_gap_ev=8.75 smiles=Cc1c[nH]c2ccccc12.CC charge=0
C -0.1617 2.2296 -2.0325 0.1 0.3 -0.1
C -0.3067 0.8007 -1.6388 0.1 -0.5 0.6
C 0.4686 -0.2376 -2.0510 0.2 0.7 -0.5
N 0.2665 -1.3655 -1.2950 -0.2 0.1 -0.7
C -0.7257 -1.0934 -0.3836 -0.5 0.0 -0.1
C -1.3882 -1.8965 0.5493 0.9 -0.7 0.9
C -2.2825 -1.3089 1.4052 -0.9 1.4 -0.3
C -2.7121 0.0214 1.1739 0.4 -0.5 -0.5
C -2.1573 0.7942 0.1885 1.3 0.1 0.1
C -1.0924 0.2557 -0.5590 -0.5 0.2 -0.2
H 0.1658 2.3539 -3.0653 -0.1 -0.1 0.0
H 0.5871 2.7108 -1.4048 0.2 0.0 0.1
H -1.0458 2.8430 -1.8861 -0.4 -0.2 -0.1
H 1.1663 -0.1935 -2.8728 0.2 -0.3 0.1
H 0.8182 -2.1887 -1.4491 -0.3 -0.2 0.3
H -1.1070 -2.9287 0.7329 0.1 0.0 -0.2
H -2.7345 -1.7238 2.2960 0.2 -0.9 -0.3
H -3.5365 0.3886 1.7272 -0.5 0.4 0.7
H -2.3334 1.8571 0.0914 -0.6 0.0 -0.1
C 1.8446 -0.0270 1.9396 0.3 -0.5 0.1
C 2.6356 -0.3699 0.6790 0.9 1.6 0.0
H 2.1503 0.9314 2.3424 -0.2 0.4 -0.1
H 0.7838 -0.0291 1.7260 -0.3 0.1 0.2
H 2.0367 -0.7259 2.7555 -0.1 -0.2 -0.1
H 2.8502 -1.4215 0.5172 -0.3 -0.1 -0.2
H 3.5942 0.1680 0.6943 0.2 -0.5 0.4
H 2.2161 0.1556 -0.1806 -0.5 -0.7 -0.2

27
Properties=species:S:1:pos:R:3:forces:R:3 method="wB97M-V/def2-TZVPD" homo_lumo_gap_ev=8.74 smiles=Cc1c[nH]c2ccccc12.CC charge=0
C 0.1800 -1.5272 -2.8290 1.4 0.5 -0.1
C -0.7258 -1.6435 -1.6807 -0.6 0.0 1.0
C -1.5353 -2.6785 -1.3199 -0.3 -0.1 -0.1
N -2.2352 -2.3827 -0.1585 0.2 0.5 -0.2
C -1.9225 -1.1022 0.2203 0.9 -0.4 0.0
C -2.3716 -0.3355 1.2736 0.1 1.3 1.0
C -1.9733 1.0055 1.3315 0.1 -1.1 -0.2
C -1.0922 1.5071 0.3774 0.9 0.2 -0.3
C -0.4757 0.6807 -0.5631 -1.2 0.1 0.2
C -0.9155 -0.6390 -0.6610 -0.7 0.3 -0.4
H 1.1986 -1.3190 -2.4513 -0.1 -0.7 0.0
H 0.0888 -0.6310 -3.4506 -0.9 -0.2 -0.1
H 0.1763 -2.4342 -3.4284 0.1 0.1 -0.2
H -1.7779 -3.5802 -1.8578 0.2 -0.1 0.0
H -2.8255 -2.9769 0.3843 -0.2 -0.3 -0.2
H -2.9111 -0.6876 2.1447 -0.4 -0.4 -0.4
H -2.2792 1.6014 2.1791 -0.1 0.2 -0.1
H -0.8041 2.5512 0.4129 0.0 0.0 0.1
H 0.1859 1.0725 -1.3145 0.3 0.2 0.0
C 2.3269 2.2782 1.2926 0.0 0.0 -0.4
C 3.2280 1.0519 1.6184 -1.0 1.1 -1.7
H 2.8334 3.0948 0.7684 0.4 -0.1 0.4
H 1.5035 2.0772 0.6116 -0.2 -0.5 0.3
H 1.9029 2.6579 2.2212 0.0 0.2 -0.1
H 2.7103 0.5037 2.3973 0.8 -0.1 0.5
H 4.2235 1.4723 1.7250 0.2 -0.6 1.0
H 3.2867 0.3829 0.7565 0.0 0.0 0.0

27
Properties=species:S:1:pos:R:3:forces:R:3 method="wB97M-V/def2-TZVPD" homo_lumo_gap_ev=8.74 smiles=Cc1c[nH]c2ccccc12.CC charge=0
C -2.9651 0.7103 3.4199 0.1 -0.2 -0.8
C -1.7282 0.4240 2.6232 0.3 -1.0 0.2
C -0.4754 0.2867 3.1230 0.8 -0.4 0.2
N 0.3974 -0.2487 2.1796 -0.7 0.0 -0.4
C -0.3085 -0.3908 1.0003 -0.4 -0.4 0.0
C 0.0186 -0.8615 -0.2712 0.9 1.0 -0.1
C -0.8056 -0.5146 -1.3328 -0.4 -1.4 0.6
C -2.1219 -0.0364 -1.1149 1.5 -0.1 -0.1
C -2.5135 0.1933 0.1865 -0.9 0.2 -0.6
C -1.6282 0.0085 1.2410 0.0 0.9 0.4
H -2.9045 1.7639 3.6880 -0.6 -0.1 0.6
H -3.1035 -0.0125 4.2291 0.4 0.6 0.4
H -3.8462 0.4994 2.8149 -0.1 0.5 -0.3
H -0.0543 0.4382 4.1074 -0.4 0.2 0.1
H 1.3960 -0.2605 2.2708 0.0 -0.1 0.0
H 0.9882 -1.3168 -0.4191 0.0 0.0 -0.2
H -0.5026 -0.8528 -2.3154 0.0 0.3 -0.1
H -2.6716 0.1525 -2.0267 -0.6 0.1 0.4
H -3.4924 0.6055 0.4028 -0.1 -0.1 0.0
C 3.7069 -0.2297 -3.5977 1.0 0.8 -0.5
C 2.8971 0.0800 -2.3753 -1.8 0.0 0.6
H 3.1461 -0.6884 -4.4068 -0.2 0.0 0.0
H 4.2020 0.6666 -4.0056 -0.4 -0.1 0.0
H 4.5500 -0.8735 -3.3760 0.0 -0.4 0.2
H 3.4225 0.4620 -1.5093 0.6 0.0 0.0
H 2.3363 -0.7940 -2.0369 0.3 -0.3 0.0
H 2.0603 0.7895 -2.4990 0.5 0.0 -0.5